# C4H9NO2

A single C4H9NO2 molecule (ωB97M-V with the def2-TZVPD basis set, the OMol25 dataset).

The geometry in XYZ format:
```
16
C4H9NO2 ωB97M-V with the def2-TZVPD basis set
C -2.38307 0.26339 0.94372
O -1.26085 -0.39807 0.44786
C -0.67397 0.26107 -0.63910
C 0.60774 -0.47708 -0.89511
N 1.47167 -0.45080 0.27374
C 2.75489 -0.05823 0.08313
O 3.16817 0.30773 -1.00494
H -2.12333 1.27677 1.28469
H -3.16656 0.33783 0.17617
H -2.74209 -0.33035 1.78454
H -0.43937 1.31384 -0.39868
H -1.33693 0.27079 -1.52395
H 1.11636 0.02114 -1.72337
H 0.43277 -1.50516 -1.23071
H 1.15911 -0.73722 1.19849
H 3.41121 -0.09242 0.97998
```

Its relative energy (zero: lowest compared OMol25 entry of this formula, charge and spin) is 1.424 eV. As for the largest force on an atom: 0.7 eV/Å. The LUMO energy comes out at 0.0329 hartree. As for the SMILES: COCCNC=O.

Atom charges from the Mulliken analysis, given in e for atoms 1 to 4:
1 C -0.741
2 O -0.290
3 C -0.469
4 C -0.556